Density functional theory data (ωB97M-V with the def2-TZVPD basis set) for an isolated molecule of C4H7BrO at a distorted geometry.

Each line ends with the Löwdin spin population.
Element x y z (Å)
C1 0.5546 0.4618 1.4555  0.13
C2 -0.5613 0.5406 0.3793  0.67
C3 1.5562 0.3360 0.3822  0.74
C4 -1.2145 -1.0528 -1.2935  0.03
O1 -1.1934 -0.5649 0.0756  0.20
Br1 2.5560 1.9449 -0.0882  0.12
H1 0.7209 1.3965 2.1059  0.01
H2 0.3843 -0.2995 2.2122  0.02
H3 -0.7390 1.4902 -0.1177  0.04
H4 1.7332 -0.4621 -0.2264  0.04
H5 -1.4207 -0.3608 -2.0274  0.00
H6 -2.0426 -1.7874 -1.4774  0.00
H7 -0.3338 -1.6424 -1.3802  0.00

* Kohn-Sham gap (spin up / spin down): 6.6 / 9.8 eV
* expectation value of S²: 2.01
* spin multiplicity: 3

Density functional theory data (ωB97M-V with the def2-TZVPD basis set) for a 2-piece molecular cluster, C9H11BrN overall at a distorted geometry.

Each line ends with the Mulliken charge.
Element x y z (Å)
C1 -1.3333 0.6289 0.4351  -0.48
C2 -2.2691 1.3237 0.8126  0.85
C3 0.3326 -2.7261 0.3196  -0.60
C4 1.6122 -2.2965 -0.0530  -0.59
C5 -0.6636 -1.7769 0.4663  -0.39
C6 1.8400 -1.0073 -0.3789  -0.15
C7 -0.4877 -0.4488 0.1428  0.19
C8 -3.2192 2.2268 1.3142  -1.35
C9 1.1365 0.6166 -1.7805  -0.92
N1 0.9269 0.0220 -0.3567  0.24
Br1 3.8608 2.5604 -0.3370  0.01
H1 0.0913 -3.6815 0.7808  0.38
H2 2.3285 -3.0718 0.0872  0.40
H3 -1.6212 -1.9787 0.8200  0.51
H4 2.8359 -0.6874 -0.4176  0.47
H5 -4.1943 1.7604 1.4408  0.35
H6 -3.3688 3.1511 0.6461  0.31
H7 -2.8520 2.4885 2.3914  0.28
H8 0.4254 1.4119 -2.0408  0.32
H9 2.2013 0.8504 -1.9372  0.36
H10 1.1766 -0.2180 -2.5095  0.40
H11 1.2413 0.8524 0.1542  0.42

* Kohn-Sham gap (spin up / spin down): 7.8 / 4.5 eV
* total charge: +1

Density functional theory data (ωB97M-V with the def2-TZVPD basis set) for an isolated molecule of C6H14S3 at a distorted geometry.

Each line ends with the Mulliken charge.
Element x y z (Å)
C1 -2.9322 0.5877 -1.2627  -1.26
C2 -1.6711 0.3847 -0.2691  0.11
C3 -1.7152 -0.8512 0.7352  -0.48
C4 2.7564 -0.5699 -0.4816  -0.57
C5 2.1378 0.7552 -0.0696  -0.42
C6 1.3998 0.7938 1.2883  -0.59
H1 -2.7754 -0.2325 -2.0394  0.29
H2 -3.8230 0.4049 -0.7455  0.37
H3 -2.8820 1.4653 -1.8982  0.36
H4 -0.7415 0.3465 -0.9542  -0.05
H5 -1.6737 1.3072 0.4300  0.24
H6 -0.8721 -0.4346 1.4930  0.11
H7 -2.7564 -0.8470 1.2677  0.32
H8 3.2603 -0.3145 -1.4220  0.27
H9 3.6211 -0.8111 0.2698  0.30
H10 2.9536 1.4198 0.0005  0.34
H11 1.3711 1.0570 -0.7756  0.30
H12 0.6689 1.6735 1.4116  0.25
H13 0.7420 -0.1778 1.4949  -0.02
H14 2.1599 0.7585 2.1934  0.32
S1 -1.4658 -2.4540 0.1384  -0.05
S2 0.5692 -2.5091 0.3995  -0.11
S3 1.6680 -1.7523 -1.2045  -0.03

* Kohn-Sham gap: 8.9 eV
* SMILES string: CCCSSSCCC

Density functional theory data (ωB97M-V with the def2-TZVPD basis set) for a 2-piece molecular cluster, CH4OS overall.

Each line ends with the Mulliken charge.
Element x y z (Å)
S1 2.0828 0.2870 1.7013  -0.28
H1 0.8412 0.0294 2.1297  0.14
H2 2.5549 0.3523 2.9483  0.15
O1 -1.6812 0.6023 -2.5528  -0.38
C1 -1.3326 -0.1650 -1.6990  0.02
H3 -1.6136 -1.2206 -1.7807  0.21
H4 -0.8515 0.1147 -0.7468  0.15

* Kohn-Sham gap: 10.7 eV
* SMILES string: C=O.S

Density functional theory data (ωB97M-V with the def2-TZVPD basis set) for C30H25ClO5PbSSb2Se4 as an isolated structure.

Each line ends with the Mulliken charge.
Element x y z (Å)
Pb1 -1.8448 -0.7280 1.5787  1.00
Se1 -5.4456 -1.8162 -1.7813  -0.55
Sb1 -3.9672 -3.5063 -0.9788  0.29
Se2 -3.3602 -2.8393 1.4420  -0.44
Se3 -0.2742 -1.5705 -0.8175  -0.06
Se4 -1.4588 -3.1061 -2.0321  -0.32
C1 1.3419 4.3381 -4.6087  -0.48
C2 2.2245 3.5043 -3.9411  -0.59
C3 1.7525 2.4376 -3.1866  -0.58
C4 0.3863 2.2167 -3.1259  0.82
C5 -0.5082 3.0386 -3.8037  -0.53
C6 -0.0232 4.1081 -4.5396  -0.66
Sb2 -0.6334 0.6430 -2.1441  1.34
C7 -1.5271 -0.1985 -3.8475  0.84
C8 -0.6413 -0.7629 -4.7643  -0.80
C9 -1.1249 -1.3913 -5.8980  -0.64
C10 -2.4947 -1.4621 -6.1177  -0.51
C11 -3.3754 -0.9015 -5.2082  -0.71
C12 -2.8943 -0.2675 -4.0706  -0.47
C13 -2.1134 1.5818 -0.9984  0.78
C14 -1.8574 2.7950 -0.3689  -0.52
C15 -2.8155 3.3288 0.4817  -0.70
C16 -4.0150 2.6616 0.6977  -0.55
C17 -4.2670 1.4501 0.0676  -0.77
C18 -3.3097 0.9035 -0.7771  -0.54
H1 1.7181 5.1723 -5.1859  0.38
H2 3.2893 3.6853 -3.9949  0.42
H3 2.4353 1.8014 -2.6517  0.46
H4 -1.5770 2.8572 -3.7696  0.32
H5 -0.7146 4.7545 -5.0626  0.41
H6 0.4314 -0.7214 -4.6009  0.37
H7 -0.4356 -1.8298 -6.6069  0.40
H8 -2.8740 -1.9622 -6.9986  0.39
H9 -4.4429 -0.9736 -5.3611  0.42
H10 -3.6039 0.1464 -3.3680  0.47
H11 -0.9102 3.3023 -0.5099  0.44
H12 -2.6184 4.2655 0.9865  0.43
H13 -4.7539 3.0857 1.3642  0.40
H14 -5.1908 0.9095 0.2268  0.47
H15 -3.5253 -0.0612 -1.2288  0.14
O1 0.0427 -1.9054 2.5756  -0.66
S1 1.5327 -1.6256 2.5937  0.78
C19 2.2672 -3.0718 3.3192  0.22
C20 3.0478 -3.8471 2.4778  -0.23
C21 3.6083 -5.0206 2.9646  -0.66
C22 3.3745 -5.4035 4.2749  -0.38
C23 2.5866 -4.6193 5.1105  -0.67
C24 2.0292 -3.4458 4.6360  -0.46
C25 1.7911 -0.4759 3.9289  0.18
C26 3.0713 0.0183 4.1297  -0.35
C27 3.2833 0.9337 5.1449  -0.71
C28 2.2212 1.3555 5.9368  -0.43
C29 0.9462 0.8626 5.7145  -0.77
C30 0.7235 -0.0609 4.7013  0.01
H16 3.2175 -3.5333 1.4559  0.47
H17 4.2213 -5.6324 2.3178  0.40
H18 3.8099 -6.3187 4.6532  0.39
H19 2.4101 -4.9249 6.1327  0.39
H20 1.4185 -2.8239 5.2765  0.41
H21 3.8859 -0.2957 3.4931  0.40
H22 4.2755 1.3300 5.3094  0.40
H23 2.3901 2.0803 6.7216  0.40
H24 0.1190 1.1949 6.3276  0.41
H25 -0.2638 -0.4641 4.5191  0.52
O2 1.6385 2.7520 0.0138  -0.67
Cl1 1.8232 1.3764 0.3696  1.68
O3 2.9070 1.2050 1.2771  -0.67
O4 2.0549 0.5887 -0.8343  -0.60
O5 0.5854 0.8826 0.9624  -0.35

* Kohn-Sham gap: 5.6 eV

Density functional theory data (ωB97M-V with the def2-TZVPD basis set) for C3H11O4 as an isolated structure at a distorted geometry.

Each line ends with the Mulliken charge.
Element x y z (Å)
C1 0.9488 -2.6429 0.3919  -0.40
O1 0.3624 -2.6105 -0.9104  -0.60
C2 1.1829 -1.2254 0.8639  -0.67
C3 -0.1133 -0.4367 0.9539  -0.33
O2 -0.6359 -0.1829 -0.3317  -0.83
H1 0.2088 -3.1264 1.0337  0.22
H2 1.8317 -3.2776 0.3848  0.30
H3 1.9232 -0.7372 0.2182  0.25
H4 1.6960 -1.1401 1.8337  0.36
H5 -0.8564 -1.0280 1.4901  0.19
H6 0.0435 0.4964 1.5137  0.32
H7 -0.6501 1.0614 -0.3795  0.43
H8 -0.0666 -1.7212 -0.9762  0.44
H9 0.2503 2.4843 -0.2562  0.23
O3 -0.6741 2.2510 -0.4397  -0.96
H10 -2.5817 4.0974 -1.9249  0.27
H11 -1.2260 3.4477 -1.5672  0.43
O4 -1.6434 4.2908 -1.8979  -0.67

* Kohn-Sham gap: 8.6 eV
* total charge: -1

Density functional theory data (ωB97M-V with the def2-TZVPD basis set) for C5H7BrF4InN2O4S as an isolated structure at a distorted geometry.

Each line ends with the Mulliken charge.
Element x y z (Å)
C1 0.2697 -1.0073 2.8025  -0.77
N1 -1.0619 -1.1322 2.2170  -0.41
C2 -1.5903 0.1436 1.7294  -0.86
In1 -0.8405 0.9560 -0.1652  0.78
Br1 -1.9506 3.2306 -0.5306  -0.52
C3 -1.3524 -0.2235 -2.0119  0.29
O1 -1.6625 0.3102 -3.0501  -0.60
N2 -1.4512 -1.6685 -2.0154  -0.21
C4 -0.6391 -2.4723 -1.2313  0.47
O2 -0.7330 -3.6380 -1.0422  -0.51
F1 0.3359 -1.7478 -0.6069  -0.14
S1 1.6818 1.4295 -0.0880  0.78
O3 1.8876 2.5975 0.7561  -0.66
O4 2.5162 0.2581 0.1344  -0.62
C5 2.2370 2.0504 -1.7742  0.60
F2 2.5935 1.0433 -2.5705  -0.24
F3 1.2238 2.6915 -2.3535  -0.24
F4 3.2639 2.8896 -1.6931  -0.23
H1 1.0865 -0.9642 2.0627  0.24
H2 0.4638 -1.8439 3.4823  0.32
H3 0.3095 -0.0829 3.3908  0.32
H4 -1.0129 -1.8032 1.4584  0.26
H5 -1.4304 0.9064 2.4975  0.35
H6 -2.6752 0.0652 1.5850  0.31
H7 -1.4693 -1.9879 -2.9834  0.31

* Kohn-Sham gap: 7.9 eV
* total charge: -1